1.
Density functional theory data (ωB97M-V with the def2-TZVPD basis set) for a cluster of 2 separate species, CH6OS in total.

```
9
Properties=species:S:1:pos:R:3:mulliken_charge:R:1
C -1.5109 2.8762 -1.8809 -0.67
S -1.1093 1.4174 -2.7381 0.34
H -1.2382 2.7988 -0.8086 0.36
H -0.8953 3.7426 -2.1468 0.37
H -2.5676 3.0505 -2.0043 0.31
H 0.1878 1.2972 -2.3770 0.29
H 3.0718 -4.8979 4.3077 0.32
H 1.7664 -4.8465 3.5515 0.31
O 2.2954 -5.4383 4.0965 -0.63
```

Properties
* ΔE to the lowest compared entry with this formula, charge and spin: 0.00 kJ/mol
* net charge: +1
* <S²>: 0.75
* spin multiplicity: 2
* HOMO energy (spin up / spin down): -13.04 / -13.04 eV
* Kohn-Sham gap (spin up / spin down): 0.3108 / 0.1240 Eh
* energy: -14007.2640 eV

***

2.
Density functional theory data (ωB97M-V with the def2-TZVPD basis set) for an isolated molecule of CH6OSi.

```
9
Properties=species:S:1:pos:R:3:mulliken_charge:R:1
C 1.3419 0.1186 0.0411 -0.60
O -0.0317 0.7267 0.2546 -0.29
Si -1.4378 -0.0379 -0.0870 0.40
H 1.1615 -0.9467 0.0705 0.26
H 1.9463 0.3447 0.8628 0.27
H 1.9734 0.3670 -0.8197 0.26
H -2.5476 0.7039 0.5317 -0.10
H -1.0912 -1.2254 0.7213 -0.11
H -1.3149 -0.0508 -1.5753 -0.09
```

Properties
* ΔE to the lowest compared entry with this formula, charge and spin: 140.27 kJ/mol
* net charge: 0
* HOMO energy: -10.13 eV
* Kohn-Sham gap: 0.4093 Eh
* SMILES string: CO[SiH3]
* energy: -11058.5421 eV

***

3.
Density functional theory data (ωB97M-V with the def2-TZVPD basis set) for a cluster of 2 separate species, CH6P2 in total.

```
9
Properties=species:S:1:pos:R:3:mulliken_charge:R:1
C -0.3162 -0.2960 0.5466 -0.50
P -0.5185 -1.9688 1.0539 -0.05
P 0.4991 2.3087 -1.4873 -0.07
H -0.6818 0.0648 -0.4034 0.19
H 0.5833 0.1679 0.8179 0.29
H -0.1250 -1.9441 2.3504 0.02
H -1.7644 -2.3458 1.4675 0.03
H 0.4748 1.4433 -2.5724 0.05
H 1.8487 2.5701 -1.7732 0.05
```

Properties
* ΔE to the lowest compared entry with this formula, charge and spin: 343.05 kJ/mol
* net charge: 0
* HOMO energy (spin up / spin down): -7.80 / -8.98 eV
* Kohn-Sham gap (spin up / spin down): 0.2380 / 0.3219 Eh
* energy: -19707.2662 eV

***

4.
Density functional theory data (ωB97M-V with the def2-TZVPD basis set) for a cluster of 2 separate species, CH6Si2 in total.

```
9
Properties=species:S:1:pos:R:3:mulliken_charge:R:1
C -0.9213 -0.2432 -0.3177 -0.79
Si 0.8969 -0.3104 -0.7589 0.10
Si 0.2575 0.2680 1.2926 0.38
H -1.5239 0.6078 -0.5805 0.32
H -1.5149 -1.1660 -0.2932 0.32
H 1.6629 -1.5082 -1.0660 -0.06
H 1.3253 0.7470 -2.4981 -0.06
H 0.0565 1.6412 1.6813 -0.09
H -0.2391 -0.0362 2.5405 -0.13
```

Properties
* ΔE to the lowest compared entry with this formula, charge and spin: 200.08 kJ/mol
* net charge: 0
* HOMO energy: -9.06 eV
* Kohn-Sham gap: 0.3115 Eh
* energy: -16884.9045 eV

***

5.
Density functional theory data (ωB97M-V with the def2-TZVPD basis set) for a structure of composition CH7AgN2O4.

```
15
Properties=species:S:1:pos:R:3:mulliken_charge:R:1
Ag 11.4272 22.1341 -15.3094 0.69
O 7.3765 22.5264 -16.5232 -1.06
H 6.7432 21.7843 -16.4698 0.13
O 13.2335 25.6639 -14.4935 -1.00
H 13.9377 24.9867 -14.4810 0.17
O 13.2231 21.8476 -11.3293 -1.04
H 13.2129 21.1651 -10.6303 0.12
C 13.2765 16.8152 -18.7978 0.63
O 13.0348 17.6663 -18.0027 -0.59
N 12.3790 15.8639 -19.1258 -0.42
N 14.3278 16.5211 -19.4339 -0.36
H 12.4460 15.1816 -19.8674 0.15
H 11.6076 15.7647 -18.4814 0.20
H 14.4326 15.6718 -19.9704 0.16
H 15.0888 17.1834 -19.3840 0.22
```

Properties
* net charge: -2
* HOMO energy: -0.43 eV
* Kohn-Sham gap: 0.1349 Eh
* energy: -16312.1129 eV

***

6.
Density functional theory data (ωB97M-V with the def2-TZVPD basis set) for a structure of composition CH7BCl4CoNO18.

```
33
Properties=species:S:1:pos:R:3:mulliken_charge:R:1
Co -0.4600 -0.5887 0.1158 1.12
Cl -1.7530 2.8169 1.5282 1.73
O -1.2174 1.5801 1.0333 -0.66
O -3.0663 2.6116 2.0655 -0.72
O -0.9033 3.3438 2.5762 -0.66
O -1.9495 3.6343 0.4098 -0.67
Cl -1.5750 -0.0496 -3.3511 1.75
O -1.1008 0.2260 -1.9934 -0.57
O -2.9909 0.1088 -3.4519 -0.64
O -1.0405 0.8732 -4.2728 -0.65
O -1.1045 -1.3851 -3.6582 -0.63
Cl 2.0362 -0.6873 2.8725 1.72
O 1.8168 -1.2532 4.1584 -0.67
O 2.3976 0.6989 3.0615 -0.65
O 3.0923 -1.4316 2.1705 -0.66
O 0.8100 -0.8148 2.0692 -0.72
Cl 0.6586 -3.7057 -1.0469 1.74
O -0.1479 -4.4130 -0.0173 -0.71
O 0.7165 -2.3078 -0.7619 -0.66
O 1.9699 -4.1829 -1.1033 -0.66
O 0.0451 -3.8366 -2.2622 -0.62
B -2.4003 -1.5774 0.3275 0.66
H -1.8047 -1.3944 1.2083 0.05
H -2.8934 -2.5200 0.5082 -0.15
H -3.0503 -0.7212 0.2341 -0.19
H -1.7414 -1.6395 -0.5247 0.05
C 2.2915 2.9725 0.0247 -0.57
N 2.1906 1.6320 -0.6264 0.63
O 3.1855 1.3414 -1.2855 -0.50
O 1.2329 0.8806 -0.4007 -0.18
H 1.2291 3.1953 0.1226 0.16
H 2.7076 3.6647 -0.7073 0.28
H 2.8192 2.9284 0.9775 0.25
```

Properties
* net charge: -2
* <S²>: 6.01
* spin multiplicity: 5
* HOMO energy (spin up / spin down): -4.93 / -4.92 eV
* Kohn-Sham gap (spin up / spin down): 0.3234 / 0.1732 Eh
* energy: -127852.4873 eV